[1]
{
  "formula": "C28H36F2FeN6",
  "method": "wB97M-V/def2-TZVPD",
  "spin_multiplicity": 5,
  "s_squared": 6.056,
  "mol_weight_g_mol": 550.479,
  "homo_lumo_gap_ev": [5.251, 5.372],
  "e_lumo_ev": [0.46, 0.46],
  "species": ["Fe", "C", "C", "N", "C", "C", "N", "C", "C", "N", "H", "H", "H", "H", "H", "H", "H", "H", "H", "H", "H", "H", "H", "H", "H", "F", "C", "C", "C", "C", "C", "F", "C", "C", "C", "C", "C", "C", "N", "H", "H", "H", "H", "H", "H", "C", "C", "C", "C", "C", "C", "H", "H", "H", "H", "H", "H", "H", "H", "H", "N", "C", "C", "C", "C", "C", "N", "H", "H", "H", "H", "H", "H"],
  "positions_angstrom": [[0.162, -0.350, 0.159], [2.507, -2.362, 0.703], [1.619, -2.641, 1.913], [0.266, -2.124, 1.700], [-0.537, -2.015, 2.934], [0.786, 0.150, 3.592], [0.945, 1.250, 1.323], [2.397, 1.322, 1.384], [3.122, -0.028, 1.213], [2.420, -0.955, 0.327], [3.532, -2.682, 0.937], [2.168, -2.952, -0.152], [1.616, -3.717, 2.128], [2.035, -2.152, 2.792], [-0.216, -2.772, 1.082], [-1.492, -1.572, 2.655], [-0.742, -3.009, 3.351], [0.856, 0.780, 4.485], [1.810, -0.094, 3.327], [0.568, 2.050, 0.836], [2.686, 1.963, 0.550], [2.759, 1.790, 2.309], [4.134, 0.181, 0.848], [3.248, -0.518, 2.178], [2.685, -0.803, -0.637], [-1.003, -1.357, 6.221], [-1.075, -0.801, 4.967], [0.046, -1.155, 4.066], [0.121, 0.847, 2.462], [-1.234, 1.177, 2.497], [-2.135, 0.902, 3.533], [-3.438, 1.369, 3.345], [-2.031, 0.104, 4.702], [-1.844, 1.711, 1.246], [-2.632, 2.859, 1.190], [-3.197, 3.233, -0.013], [-2.964, 2.466, -1.147], [-2.145, 1.362, -1.025], [-1.598, 0.993, 0.135], [0.758, -1.746, 4.651], [-2.817, 0.240, 5.437], [-2.800, 3.427, 2.092], [-3.816, 4.119, -0.069], [-3.391, 2.726, -2.105], [-1.881, 0.756, -1.883], [1.520, 1.088, -5.084], [1.780, 1.871, -3.790], [1.058, 3.223, -3.860], [3.288, 2.104, -3.630], [1.270, 1.104, -2.639], [0.849, 0.483, -1.676], [1.891, 1.647, -5.946], [0.451, 0.915, -5.218], [2.024, 0.121, -5.057], [1.399, 3.790, -4.729], [1.256, 3.812, -2.963], [-0.020, 3.079, -3.938], [3.680, 2.659, -4.486], [3.819, 1.154, -3.562], [3.494, 2.678, -2.725], [-0.033, -2.322, -2.686], [-1.245, -2.375, -2.059], [-2.369, -2.923, -2.708], [-3.567, -2.977, -2.044], [-3.652, -2.486, -0.738], [-2.508, -1.970, -0.181], [-1.316, -1.916, -0.804], [-0.059, -2.470, -3.681], [0.547, -1.525, -2.419], [-2.272, -3.284, -3.723], [-4.440, -3.389, -2.534], [-4.575, -2.499, -0.179], [-2.533, -1.564, 0.823]],
  "lowdin_spin": [3.626, 0.001, 0.002, 0.023, 0.006, -0.005, 0.035, 0.003, 0.003, 0.034, 0.001, 0.000, 0.001, 0.000, 0.000, 0.001, 0.002, -0.003, 0.000, -0.001, 0.000, 0.002, 0.001, 0.000, 0.001, 0.016, 0.067, 0.005, -0.036, 0.009, 0.054, 0.010, 0.003, 0.004, 0.000, 0.001, -0.001, 0.004, 0.025, 0.000, -0.001, 0.000, 0.000, 0.000, 0.001, 0.001, 0.003, 0.001, 0.001, 0.027, 0.037, 0.000, 0.000, 0.000, 0.000, 0.000, 0.000, 0.000, 0.000, 0.000, 0.001, 0.002, 0.001, -0.001, 0.001, 0.003, 0.027, 0.000, 0.002, 0.000, 0.000, 0.000, 0.001]
}



[2]
{
  "formula": "C15H28N2O7P3S2Zr",
  "method": "wB97M-V/def2-TZVPD",
  "total_charge": 1,
  "mol_weight_g_mol": 596.676,
  "homo_lumo_gap_ev": 7.586,
  "e_lumo_ev": -4.09,
  "species": ["Zr", "S", "C", "C", "N", "C", "S", "C", "N", "C", "C", "O", "P", "O", "O", "O", "P", "O", "O", "O", "H", "H", "H", "H", "H", "H", "H", "C", "C", "C", "P", "C", "C", "C", "C", "C", "C", "H", "H", "H", "H", "H", "H", "H", "H", "H", "H", "H", "H", "H", "H", "H", "H", "H", "H", "H", "H", "H"],
  "positions_angstrom": [[-0.261, 0.222, 0.190], [-0.867, 0.437, 2.594], [-1.955, -0.943, 2.467], [-3.132, -0.855, 3.288], [-4.078, -0.741, 3.930], [-1.783, -2.009, 1.651], [-0.426, -2.212, 0.545], [-2.769, -3.052, 1.603], [-3.541, -3.899, 1.516], [-1.625, 2.638, -3.442], [-2.193, 1.344, -2.868], [-3.350, 1.013, -3.598], [-0.973, -0.031, -3.023], [-1.736, -1.398, -2.973], [-0.335, 0.004, -4.447], [0.102, 0.109, -1.964], [-2.416, 1.465, -1.054], [-3.775, 2.205, -0.880], [-2.374, 0.026, -0.519], [-1.196, 2.132, -0.426], [-1.508, 2.528, -4.519], [-0.663, 2.884, -2.995], [-2.325, 3.451, -3.250], [-3.862, 0.315, -3.168], [-2.023, -1.682, -2.086], [-0.788, -0.478, -5.153], [-4.091, 2.380, 0.019], [3.585, 0.467, -2.071], [3.450, -0.479, -0.880], [2.818, -1.806, -1.315], [2.523, 0.196, 0.578], [3.243, -0.853, 1.929], [4.680, -0.443, 2.270], [2.376, -0.995, 3.178], [3.004, 1.956, 0.853], [2.643, 2.403, 2.273], [2.261, 2.859, -0.140], [4.141, -0.039, -2.861], [4.133, 1.374, -1.817], [2.611, 0.739, -2.478], [4.452, -0.685, -0.495], [1.857, -1.633, -1.800], [2.666, -2.500, -0.488], [3.468, -2.300, -2.038], [3.282, -1.836, 1.450], [4.716, 0.490, 2.830], [5.312, -0.333, 1.389], [5.126, -1.214, 2.897], [2.219, -0.046, 3.687], [2.873, -1.668, 3.878], [1.401, -1.418, 2.940], [4.083, 2.046, 0.698], [1.573, 2.278, 2.465], [2.870, 3.464, 2.384], [3.186, 1.865, 3.045], [1.181, 2.849, 0.049], [2.428, 2.593, -1.180], [2.578, 3.894, -0.003]],
  "nbo_charge": [1.781, -0.141, -0.232, 0.219, -0.217, -0.236, -0.149, 0.218, -0.221, -0.632, -0.450, -0.684, 2.422, -0.975, -0.965, -1.153, 2.371, -0.958, -1.149, -1.122, 0.246, 0.239, 0.250, 0.494, 0.557, 0.548, 0.548, -0.612, -0.492, -0.613, 0.838, -0.484, -0.616, -0.610, -0.516, -0.605, -0.606, 0.233, 0.216, 0.212, 0.232, 0.215, 0.218, 0.236, 0.237, 0.212, 0.210, 0.238, 0.213, 0.231, 0.226, 0.241, 0.208, 0.236, 0.222, 0.204, 0.225, 0.242]
}



[3]
{
  "formula": "C46H35I2N5O3ReS3",
  "method": "wB97M-V/def2-TZVPD",
  "spin_multiplicity": 2,
  "s_squared": 0.759,
  "total_charge": 2,
  "mol_weight_g_mol": 1242.034,
  "homo_lumo_gap_ev": [6.849, 6.796],
  "e_lumo_ev": [-5.36, -5.18],
  "species": ["Re", "I", "C", "C", "C", "I", "C", "C", "C", "C", "N", "C", "C", "O", "H", "H", "H", "H", "N", "S", "N", "S", "N", "S", "N", "C", "C", "C", "C", "C", "C", "C", "C", "C", "C", "C", "C", "C", "C", "C", "C", "C", "C", "C", "C", "C", "C", "C", "C", "C", "C", "C", "C", "C", "C", "C", "C", "C", "C", "C", "C", "H", "H", "H", "H", "H", "H", "H", "H", "H", "H", "H", "H", "H", "H", "H", "H", "H", "H", "H", "H", "H", "H", "H", "H", "H", "H", "H", "H", "H", "H", "O", "C", "O", "H"],
  "positions_angstrom": [[-0.458, 0.518, -0.174], [2.512, 0.113, -4.372], [2.832, 1.121, -2.589], [4.002, 1.903, -2.422], [4.247, 2.589, -1.266], [5.991, 3.705, -1.101], [3.304, 2.539, -0.196], [3.410, 3.203, 1.043], [2.416, 3.077, 1.980], [1.292, 2.292, 1.694], [1.162, 1.660, 0.541], [2.154, 1.763, -0.392], [1.921, 1.034, -1.576], [0.766, 0.325, -1.632], [4.709, 1.950, -3.238], [4.281, 3.814, 1.245], [2.482, 3.582, 2.932], [0.477, 2.182, 2.397], [-0.241, -0.802, 1.214], [-0.798, -2.152, 1.597], [-1.215, -3.276, 0.510], [-2.624, -3.705, 0.000], [-3.539, -2.681, -0.707], [-2.843, -1.507, -1.646], [-2.007, -0.557, -0.945], [-2.058, -2.424, -2.953], [-2.808, -3.260, -3.774], [-2.156, -3.998, -4.744], [-0.775, -3.894, -4.887], [-0.045, -3.047, -4.069], [-0.686, -2.299, -3.089], [-4.294, -0.807, -2.364], [-5.526, -1.447, -2.372], [-6.594, -0.816, -2.992], [-6.420, 0.423, -3.593], [-5.180, 1.049, -3.574], [-4.103, 0.436, -2.956], [-3.652, -4.369, 1.271], [-3.190, -5.509, 1.923], [-3.962, -6.049, 2.935], [-5.173, -5.455, 3.276], [-5.615, -4.320, 2.613], [-4.852, -3.761, 1.597], [-2.244, -5.097, -1.025], [-0.939, -5.415, -1.362], [-0.723, -6.508, -2.191], [-1.795, -7.254, -2.657], [-3.099, -6.914, -2.309], [-3.333, -5.826, -1.490], [0.468, -3.014, 2.478], [1.290, -2.245, 3.293], [2.273, -2.879, 4.032], [2.425, -4.258, 3.953], [1.596, -5.012, 3.133], [0.604, -4.392, 2.389], [-2.147, -1.921, 2.718], [-3.036, -0.894, 2.430], [-4.098, -0.682, 3.294], [-4.255, -1.484, 4.418], [-3.357, -2.511, 4.684], [-2.289, -2.739, 3.831], [-3.883, -3.330, -3.662], [-2.723, -4.648, -5.398], [-0.271, -4.469, -5.654], [1.026, -2.952, -4.196], [-0.130, -1.610, -2.466], [-5.650, -2.409, -1.894], [-7.564, -1.294, -3.005], [-7.258, 0.907, -4.077], [-5.052, 2.016, -4.042], [-3.131, 0.913, -2.922], [-2.259, -5.979, 1.631], [-3.628, -6.941, 3.448], [-5.780, -5.888, 4.060], [-6.560, -3.868, 2.881], [-5.179, -2.878, 1.065], [-0.115, -4.818, -0.995], [0.287, -6.775, -2.470], [-1.616, -8.109, -3.295], [-3.931, -7.501, -2.674], [-4.344, -5.553, -1.212], [1.162, -1.172, 3.336], [2.924, -2.296, 4.669], [3.197, -4.748, 4.531], [1.725, -6.083, 3.069], [-0.037, -4.966, 1.736], [-2.894, -0.265, 1.562], [-4.795, 0.121, 3.098], [-5.077, -1.302, 5.097], [-3.479, -3.126, 5.565], [-1.574, -3.525, 4.043], [-1.232, 2.288, -1.200], [-1.946, 2.560, -0.209], [-1.867, 1.769, 0.784], [-2.606, 3.429, -0.180]],
  "lowdin_spin": [0.821, 0.000, -0.004, 0.001, -0.003, -0.001, 0.000, -0.001, 0.001, 0.001, 0.008, 0.005, 0.010, 0.024, 0.000, 0.000, 0.000, 0.000, 0.013, 0.019, 0.014, 0.003, 0.008, 0.025, 0.027, 0.005, 0.001, 0.000, 0.000, 0.000, 0.000, 0.000, 0.000, 0.000, 0.000, 0.000, 0.001, 0.001, 0.000, 0.000, 0.000, 0.000, 0.000, 0.001, 0.000, 0.000, 0.000, 0.000, 0.000, -0.001, 0.001, 0.000, 0.000, 0.000, 0.000, -0.001, 0.000, 0.000, 0.000, 0.000, 0.000, 0.000, 0.000, 0.000, 0.000, 0.000, 0.000, 0.000, 0.000, 0.000, 0.000, 0.000, 0.000, 0.000, 0.000, 0.000, 0.000, 0.000, 0.000, 0.000, 0.000, 0.001, 0.000, 0.000, 0.000, 0.000, 0.000, 0.000, 0.000, 0.000, 0.000, 0.009, -0.003, 0.011, 0.000]
}



[4]
{
  "formula": "C9H17BO",
  "method": "wB97M-V/def2-TZVPD",
  "mol_weight_g_mol": 152.046,
  "homo_lumo_gap_ev": 7.899,
  "smiles": "C/C=C(C)/B=C(/C)CC.C=O",
  "e_lumo_ev": 0.51,
  "species": ["C", "C", "C", "C", "B", "C", "C", "C", "C", "H", "H", "H", "H", "H", "H", "H", "H", "H", "H", "H", "H", "H", "H", "H", "C", "O", "H", "H"],
  "positions_angstrom": [[-3.464, -0.030, 1.193], [-2.019, -0.065, 1.082], [-1.306, -0.283, -0.058], [-2.001, -0.536, -1.385], [0.164, -0.307, -0.197], [1.570, -0.464, -0.272], [2.248, -1.349, -1.287], [2.505, -0.078, 0.825], [1.902, 0.574, 2.040], [-3.761, 0.820, 1.916], [-3.796, -1.020, 1.627], [-3.805, 0.242, 0.256], [-1.424, 0.209, 1.968], [-1.998, -1.513, -1.857], [-3.073, -0.292, -1.235], [-1.460, 0.107, -2.031], [2.111, -2.391, -1.047], [1.774, -1.162, -2.268], [3.344, -1.111, -1.385], [3.179, 0.742, 0.430], [3.041, -1.027, 1.137], [1.803, 1.697, 1.814], [2.704, 0.424, 2.800], [1.021, 0.158, 2.400], [0.306, 2.652, -0.785], [-0.597, 2.809, -1.504], [1.359, 2.589, -0.962], [0.230, 2.833, 0.367]],
  "nbo_charge": [-0.652, -0.109, -0.497, -0.624, 0.961, -0.634, -0.602, -0.384, -0.604, 0.219, 0.231, 0.214, 0.192, 0.223, 0.214, 0.227, 0.208, 0.211, 0.209, 0.199, 0.201, 0.197, 0.215, 0.200, 0.313, -0.505, 0.108, 0.068]
}



[5]
{
  "formula": "CH2OPS",
  "method": "wB97M-V/def2-TZVPD",
  "total_charge": -1,
  "mol_weight_g_mol": 93.067,
  "homo_lumo_gap_ev": 7.593,
  "smiles": "[O-]C(P)=S",
  "e_lumo_ev": 3.86,
  "species": ["O", "C", "P", "S", "H", "H"],
  "positions_angstrom": [[-0.235, -1.643, 0.863], [-0.049, -0.805, -0.321], [0.875, 0.694, 0.296], [-0.703, -0.906, -1.846], [-0.001, 0.979, 1.501], [0.112, 1.681, -0.493]],
  "nbo_charge": [-0.776, -0.059, 0.193, -0.307, -0.014, -0.037]
}



[6]
{
  "formula": "C18H23ClFN8O9Ru",
  "method": "wB97M-V/def2-TZVPD",
  "spin_multiplicity": 2,
  "s_squared": 0.754,
  "total_charge": 2,
  "mol_weight_g_mol": 650.950,
  "homo_lumo_gap_ev": [8.040, 7.353],
  "e_lumo_ev": [-5.60, -6.25],
  "species": ["Ru", "F", "C", "C", "C", "C", "O", "C", "C", "N", "C", "C", "C", "C", "C", "C", "N", "C", "C", "N", "C", "C", "C", "O", "O", "H", "H", "H", "H", "H", "H", "H", "H", "H", "H", "H", "H", "H", "H", "H", "H", "H", "H", "N", "N", "C", "N", "N", "N", "O", "O", "H", "H", "H", "H", "H", "O", "Cl", "O", "O", "O"],
  "positions_angstrom": [[3.147, -1.074, 2.713], [1.090, 0.763, -3.523], [0.317, 0.616, -2.431], [0.890, 0.157, -1.286], [0.129, 0.057, -0.115], [0.739, -0.409, 1.112], [1.950, -0.764, 1.085], [-0.092, -0.474, 2.254], [-1.409, -0.116, 2.142], [-1.970, 0.356, 1.021], [-3.374, 0.732, 1.032], [-3.732, 2.180, 0.856], [-3.895, 1.521, 2.192], [-1.218, 0.439, -0.145], [-1.796, 0.870, -1.346], [-1.046, 0.977, -2.506], [-1.632, 1.428, -3.694], [-1.033, 1.209, -5.008], [-2.096, 1.461, -6.080], [-3.440, 1.070, -5.529], [-3.875, 2.003, -4.413], [-2.619, 2.490, -3.691], [0.354, -0.953, 3.592], [-0.413, -1.364, 4.415], [1.659, -0.793, 3.883], [1.942, -0.093, -1.270], [-2.057, -0.205, 3.003], [-4.018, -0.023, 0.597], [-4.618, 2.412, 0.282], [-2.913, 2.879, 0.755], [-4.889, 1.281, 2.538], [-3.198, 1.807, 2.966], [-2.849, 1.108, -1.363], [-0.682, 0.180, -5.074], [-0.183, 1.862, -5.219], [-1.907, 0.875, -6.976], [-2.179, 2.508, -6.363], [-3.379, 0.119, -5.162], [-4.141, 1.057, -6.270], [-4.529, 1.422, -3.766], [-4.443, 2.813, -4.866], [-2.873, 2.787, -2.678], [-2.220, 3.384, -4.181], [4.699, -1.459, 4.074], [4.792, -2.842, 4.280], [3.929, -3.670, 3.657], [4.052, -4.956, 3.921], [3.027, -3.063, 2.835], [1.975, -3.838, 2.267], [2.106, -5.038, 2.173], [1.093, -3.193, 1.782], [5.541, -1.097, 3.626], [4.560, -0.955, 4.949], [5.495, -3.192, 4.913], [4.744, -5.273, 4.580], [3.449, -5.618, 3.458], [3.311, 1.663, 1.681], [4.625, 1.198, 1.997], [5.662, 1.954, 1.438], [4.713, -0.233, 1.452], [4.729, 1.056, 3.436]],
  "nbo_charge": [1.244, -0.313, 0.350, -0.194, -0.090, 0.522, -0.618, -0.336, 0.190, -0.325, -0.084, -0.424, -0.404, 0.197, -0.280, 0.155, -0.450, -0.227, -0.236, -0.494, -0.222, -0.242, 0.781, -0.537, -0.637, 0.271, 0.260, 0.230, 0.230, 0.234, 0.248, 0.237, 0.229, 0.231, 0.234, 0.254, 0.231, 0.439, 0.449, 0.230, 0.240, 0.253, 0.214, -0.568, -0.417, 0.651, -0.730, -0.425, 0.654, -0.376, -0.318, 0.432, 0.432, 0.421, 0.426, 0.464, -0.793, 2.512, -0.720, -0.838, -0.846]
}